Entry from the OMol25 dataset: a 17-piece molecular cluster, C26H33Cl48INO7P overall in a non-equilibrium geometry (wB97M-V/def2-TZVPD).

Geometry (Å):
Cl 2.9679 12.5049 -0.3165
H 1.0580 2.7094 2.4557
Cl 2.0037 -3.4404 3.9388
Cl -2.9412 -17.4180 -0.5454
H 1.1606 -3.3341 -1.6319
H 3.1119 12.7972 -8.6537
H -3.8831 -16.1803 -2.3161
Cl 3.1649 1.7401 -2.3332
H -2.1054 2.6468 0.6795
H -0.5490 -2.5358 -1.8861
H -2.3189 -0.0993 2.9134
Cl -2.1262 -6.4013 -3.0198
Cl 1.7500 -9.8519 2.2157
Cl -1.4908 16.3115 1.1877
Cl -0.8692 -14.0620 -5.9081
H 0.0003 -1.9908 0.5079
Cl 3.4244 -8.4611 -3.5036
P 0.7815 -2.9910 -4.1089
Cl 1.4621 14.2835 -9.4434
C -0.5008 -13.4776 -4.2764
O 3.6232 -1.8961 0.3313
Cl -1.6123 9.7324 1.5471
C 1.0230 -8.4052 5.6251
N -1.8582 3.1067 1.5829
Cl 1.5883 -8.0968 7.2758
Cl -3.4641 16.2076 3.3274
Cl 2.3672 11.7923 -10.6512
Cl 1.7445 4.0814 -3.3253
I -0.2523 1.5755 -1.5223
C 2.1368 12.6749 -9.1322
Cl -0.6893 -11.7181 -4.1886
Cl 1.0873 11.7617 -8.0350
H -0.7527 6.1979 8.2407
H 1.3074 11.2411 0.7787
Cl 0.2444 13.2990 0.3435
Cl -1.5376 -14.2749 -3.0812
H 2.3423 -1.4445 -4.6332
H -0.1276 -0.8563 2.6149
C -2.9465 15.4992 1.7880
Cl 1.4077 9.4613 5.6089
Cl 0.6689 -9.4048 -3.5047
C 1.3079 11.9407 -0.0610
H -0.5251 -9.4972 1.7134
H 0.2524 -5.0168 3.9841
H -3.7466 15.6418 1.0571
Cl -2.7773 5.1624 8.8594
Cl 3.7579 2.7877 -4.9855
O 2.1515 0.0974 -0.1882
Cl 3.5081 10.9033 -2.6483
C -1.7278 6.0757 7.7623
Cl -2.4025 7.6842 7.4510
C -0.3456 -0.0468 1.7715
H 2.5575 -4.1734 -4.9809
C 3.6359 10.2525 -4.2914
Cl -2.8913 -9.0979 1.9063
C 0.7696 -0.1844 -0.7000
C 0.8987 3.6624 1.7789
O -0.6411 -3.3389 -4.7836
Cl 0.9606 8.6691 2.4035
H -0.9861 7.4766 1.8180
H 1.5823 3.5770 0.8258
Cl -5.3260 -10.4073 0.9890
C -0.6685 4.0336 1.4747
Cl -0.4282 -3.4754 2.3363
C -1.8034 0.6178 2.1170
H 4.0511 3.8486 -2.9015
C -0.3155 -0.8555 0.3297
Cl -1.4974 5.1931 6.2433
H 0.8849 -0.2590 -2.9082
H -2.4700 0.5271 1.1374
C 3.2819 3.2006 -3.3294
H -1.3667 -0.8508 -0.2237
C -0.7901 8.3977 2.3729
Cl 3.9014 11.5585 -5.4589
O 1.4345 -1.6484 -5.0556
H 1.7009 10.5222 7.6929
H 1.4497 -7.1897 -3.6997
C -3.9879 -10.4683 2.1489
Cl -0.3020 -7.2305 -5.1336
Cl -3.0575 -8.1741 -5.1348
H -2.2767 -5.9590 -5.3298
Cl -0.3789 -11.8297 2.0171
Cl -5.7441 -16.7647 -0.9935
H 1.8236 -8.9061 5.0749
O 2.6697 -1.2974 -1.9449
C 1.7463 -8.0566 -3.1037
Cl 0.7120 11.0902 -1.4966
Cl -2.6589 13.7603 1.9688
Cl -0.3936 -9.4694 5.6412
C -4.1800 -17.0765 -1.7654
C 0.3015 -3.9294 3.8858
Cl 4.9404 9.0574 -4.3875
Cl -0.6057 10.7550 7.2691
C 0.9317 9.8742 7.2650
C 0.5720 -2.5133 -2.2668
O 1.8123 -4.4019 -4.3442
Cl -1.4183 8.2026 4.0181
C -1.7498 2.1347 2.7365
O -0.9175 5.2985 1.0346
H 0.5600 0.6937 1.7921
H -3.4277 -11.3916 1.9801
C -1.9801 -6.8259 -4.7338
Cl 1.6001 -7.6319 -1.3897
Cl 0.3807 -10.2681 -0.3212
Cl 0.8146 8.4137 8.2612
Cl -0.5957 -3.2062 5.2317
Cl 0.6476 -6.8821 4.8012
H 1.3393 4.5724 2.4130
H -0.8711 2.3399 3.4816
H 0.5395 -13.7242 -4.0490
H 2.6945 9.7554 -4.5390
H -2.7510 2.2665 3.3732
C 0.2090 -10.2602 1.4423
Cl -4.3096 -18.4198 -2.9134
Cl -4.6046 -10.4852 3.8099
C 2.9135 -1.1232 -0.4945
C 1.2239 -0.9915 -2.0599

Summary:
multiplicity: 1
net charge: 0
E_HOMO: -9.8 eV
energy: -661777.8231 eV

---

Entry from the OMol25 dataset: one molecule with the formula C8H20BN in a non-equilibrium geometry (wB97M-V/def2-TZVPD).

Geometry (Å):
H 1.6850 1.0357 -0.3817
H -1.2798 1.9784 -2.6476
C 0.6987 -0.9374 1.0834
H 1.3895 1.8492 -1.8949
C -1.4598 1.4410 -1.7430
N -1.5747 0.5194 1.1904
H 0.0395 3.5387 -1.0680
H -2.3410 0.8962 -2.1755
C 0.3811 -2.6735 -0.6983
C 1.3957 -1.8061 -0.0328
H 1.6695 -0.9755 -0.7275
H -0.6572 -2.2865 2.1164
H 2.1653 -2.2811 0.4697
H -1.6129 0.1729 2.0470
H -1.8719 2.1818 -1.0118
C -0.3237 0.6658 -1.1136
H 0.1528 -1.0904 3.1084
H 1.4799 -0.2475 1.5124
H -0.2806 -3.2467 0.0054
C 0.2335 -1.7627 2.2774
C 0.8900 1.6159 -0.9426
H 1.4901 3.2386 0.0297
H -0.3426 -2.0630 -1.2874
C 0.5628 2.8459 -0.2643
H 1.0296 -2.5060 2.4524
H -0.1149 2.7978 0.5954
H -0.0783 -0.1412 -1.7727
H 0.9333 -3.5263 -1.2853
H -2.4735 1.0734 0.9013
B -0.5632 0.0966 0.3710

Summary:
multiplicity: 1
energy above the lowest of the compared OMol25 structures with the same formula, charge and spin: 116.4 kJ/mol
net charge: 0
E_HOMO: -9.4 eV
energy: -10786.6986 eV

---

Entry from the OMol25 dataset: C22H19MoN4O3S2 as an isolated structure (wB97M-V/def2-TZVPD).

Geometry (Å):
H 0.7380 1.4917 3.4348
C -1.6124 -2.3883 -0.9971
O 3.3548 -0.7540 3.5890
C -1.9447 2.0769 1.9129
H 2.4846 1.5358 3.6665
C -2.5193 -3.2940 -1.5480
C -0.6825 1.4991 -1.4168
C 0.2138 0.6681 -2.2208
H -3.0699 3.0701 3.4296
C -2.2500 -4.7073 0.3403
H 3.4009 -2.0958 0.9917
C 3.6859 -1.0647 1.2037
H -1.3760 -1.4718 -1.5079
H -3.5405 -5.1812 -1.2893
S 0.0751 -1.6717 1.1884
C -3.3065 4.0460 1.5326
O 1.7878 3.7883 2.1990
N -0.7838 1.2155 -0.1118
H 4.7687 -1.0161 1.3166
H -2.9788 -3.0761 -2.5035
C -2.7893 3.0616 2.3853
C -2.1434 3.0844 -0.2904
C 1.0146 -0.1647 -4.3323
C -3.0012 4.0690 0.1838
C -1.0343 -2.6623 0.2235
O 1.5132 2.1723 0.6332
C 1.6977 1.4566 2.9144
H 2.3748 -1.9572 -1.8037
C -1.6157 2.1037 0.5591
H -3.4116 4.8274 -0.4689
H 3.4154 -0.5424 -0.7947
C 1.7115 2.6525 1.9237
H -3.9656 4.8018 1.9374
H -0.9871 -4.0123 1.7616
S -1.5773 2.8390 -1.9196
C -2.8393 -4.4666 -0.8825
C 1.7695 -1.1362 -3.6745
H 1.0184 -0.1211 -5.4135
N -1.3891 -3.8143 0.8491
C 1.0544 -0.2639 -1.5444
H -2.4393 -5.5898 0.9366
Mo 1.0147 0.3566 0.4212
H -1.5708 1.2985 2.5682
C 0.2344 0.7251 -3.6134
N 1.8641 0.2332 2.1365
H 2.3393 -1.8557 -4.2475
C 1.7947 -1.1801 -2.2906
C 3.0185 -0.5830 2.4695
N 3.1894 -0.1739 0.1256
H 3.6755 0.7246 0.1747
H -0.3816 1.4466 -4.1372

Summary:
multiplicity: 1
energy above the lowest of the compared OMol25 structures with the same formula, charge and spin: 74.5 kJ/mol
net charge: +3
E_HOMO: -17.6 eV
energy: -58724.7623 eV

---

Entry from the OMol25 dataset: one molecule with the formula C7H14O3S2 (wB97M-V/def2-TZVPD).

Geometry (Å):
H 2.2505 1.8819 -0.6675
H 0.2689 0.8131 -2.0151
C -1.7614 -1.5660 -0.1305
H -2.0744 -3.9306 -0.0251
O 1.3062 0.3824 3.3340
H 3.8539 0.3933 0.3122
O 2.1435 -0.3999 1.1922
H 0.5136 -0.5969 -1.0015
C -2.3563 -0.2520 0.3621
S 1.4995 0.8554 1.9915
H -1.7056 -1.5769 -1.2209
H -3.4214 -0.2292 0.1136
H -1.9029 1.0363 -1.3126
H -2.2387 1.8684 0.1939
H 0.0072 2.2564 -0.0472
H 3.1217 -1.0281 -0.4381
O 0.0124 0.7528 1.3544
C 2.9064 -0.0609 0.0139
S -2.8311 -2.9247 0.4336
C 0.6521 0.4847 -1.0461
H 2.6061 0.7337 -1.9367
H -2.2821 -0.2149 1.4500
C -1.7237 1.0063 -0.2339
H -0.7610 -1.7017 0.2801
C -0.2219 1.1846 -0.0022
C 2.1387 0.8325 -0.9541

Summary:
multiplicity: 1
energy above the lowest of the compared OMol25 structures with the same formula, charge and spin: 0.0 kJ/mol
net charge: 0
E_HOMO: -9.0 eV
energy: -35298.3275 eV

---

Entry from the OMol25 dataset: C7H5F2NS as an isolated structure in a non-equilibrium geometry (wB97M-V/def2-TZVPD).

Geometry (Å):
C 0.3441 0.0107 -2.4465
C 0.6395 0.4449 -1.2116
S 0.0307 -1.6156 -2.6307
C 0.2440 -1.7566 -0.9490
H 1.9124 -0.2864 1.5090
H 0.2541 -1.2494 1.7227
C 0.7903 -0.4019 1.2213
F 0.7521 -3.6463 0.9436
H 0.4104 0.6312 -3.3551
F 0.6076 -4.5188 -1.0085
C 0.6347 -0.6202 -0.2660
N -2.5075 -3.5198 0.2845
H 0.2668 0.5683 1.3967
H 0.6402 1.4496 -1.0331
C -1.3884 -3.6420 0.0697
C 0.0277 -3.6094 -0.2189

Summary:
multiplicity: 1
energy above the lowest of the compared OMol25 structures with the same formula, charge and spin: 142.1 kJ/mol
net charge: 0
E_HOMO: -9.3 eV
energy: -25097.1976 eV

---

Entry from the OMol25 dataset: a 4-piece molecular cluster, C35H35ClF6N2 overall in a non-equilibrium geometry (wB97M-V/def2-TZVPD).

Geometry (Å):
C -5.4210 7.9290 0.3705
C -7.9015 -2.0404 -0.5769
H -0.1417 -4.3358 -1.6020
H 1.1011 -0.1036 -2.9193
H 4.7137 -5.4548 8.1688
C -6.2023 3.0502 -1.1987
H -2.5939 4.4510 -1.2072
C 4.8921 1.7136 -3.4307
H -4.9559 8.3081 1.4024
H 2.7157 1.1548 -1.4384
H -6.5688 7.7369 0.6100
N -7.0711 0.5094 -0.9407
H 5.4055 3.7663 -3.7854
H -0.9350 -5.8516 0.2143
F 1.9712 -2.8349 -1.4541
C -0.0446 -5.2443 0.3578
H 5.9226 -4.2991 3.4927
F -7.5264 -3.2811 -1.3324
C -1.5274 1.6725 -0.8698
C 5.3337 0.3981 -3.3415
C 4.3831 -4.9713 4.8273
C 4.0283 -5.2954 6.1320
H -7.3292 3.4186 -1.2725
Cl -4.9949 5.3600 1.4629
H -0.4725 0.1830 0.6682
C 6.6834 0.1114 -3.5461
H -3.5125 6.6858 -0.1281
C -5.8829 1.4253 -1.0175
H -1.6156 -0.2821 -2.2182
F -8.0775 -2.3948 0.8612
H 1.4347 1.5064 -0.0842
H 3.0166 -5.6226 6.3474
H 7.0134 -4.6781 7.6409
C 2.2529 -3.6970 0.7227
C 0.6035 0.2512 -1.9072
H 4.6249 -0.3914 -3.1141
C -1.2440 1.0634 0.6415
H -1.0213 1.3281 -3.0987
H -4.9297 -2.5668 -0.4467
F -9.1906 -1.4739 -1.0785
H 7.6245 -4.0897 5.3071
C -3.4676 3.6729 -1.1850
C 7.1270 2.4639 -3.9096
C 5.6697 -4.5426 4.5194
C -5.0307 4.1942 -1.2788
C 0.6577 -5.3056 1.5623
H 8.6325 0.9225 -3.9822
C 1.8051 -4.5304 1.7477
H 0.6191 -0.6879 -1.1903
C -0.9740 0.7125 -2.0779
C 6.6181 -4.4313 5.5361
H -5.2546 8.7764 -0.4219
C 1.5738 1.4222 -1.2656
H 0.3114 -5.9588 2.3604
C -6.6740 -0.9239 -0.7285
F 3.5949 1.9879 -3.2391
C -3.1481 2.0459 -1.0030
H -0.9073 1.9951 1.3022
C -4.6856 6.5061 0.0024
C -5.1218 -1.4032 -0.6304
C 0.3971 -4.4025 -0.6627
H -2.2919 0.7308 1.0885
C 1.5435 -3.6391 -0.4718
N -3.9027 -0.5297 -0.7342
H 3.1466 -3.0939 0.8456
H -0.8955 2.6808 -0.9302
H 7.0373 -0.9148 -3.4862
H -4.5208 6.2195 -2.2559
C 4.9795 -5.1950 7.1470
H 1.3075 2.5117 -1.6739
F 3.4712 -5.0733 3.8513
C 5.7755 2.7487 -3.7161
H 7.8267 3.2679 -4.1244
C 6.2720 -4.7608 6.8489
H 2.3483 -4.5769 2.6883
C -4.3499 0.8926 -0.9178
C 7.5791 1.1460 -3.8271
C -5.2599 5.8180 -1.4094
H -6.3700 6.1395 -1.5969

Summary:
multiplicity: 1
net charge: 0
E_HOMO: -8.3 eV
energy: -68654.7048 eV